The following is a DFT calculation (ωB97M-V/def2-TZVPD) of a cluster of 2 separate species, C4H8O2 in total.

The geometry in XYZ format:
```
14
Properties=species:S:1:pos:R:3
C -0.873 -1.066 0.267
C -1.372 0.299 -0.089
O -0.341 1.128 -0.595
C 0.796 1.139 0.252
C 1.256 -0.245 0.578
O 0.350 -1.181 0.702
H -1.495 -1.934 0.433
H 0.322 -1.209 -1.756
H -2.129 0.232 -0.876
H -1.847 0.786 0.784
H 0.570 1.716 1.168
H 1.579 1.678 -0.289
H 2.217 -0.496 1.005
H 0.966 -0.847 -1.584
```

Results
molar mass	88.11	g/mol
orbital gap (alpha / beta)	0.3024 / 0.3045	Ha
largest force on an atom	0.577	eV Å⁻¹
relative energy (zero: lowest compared OMol25 entry of this formula, charge and spin)	124.5	kcal/mol